Entry 1:
{"formula": "C26H35N2O4Sb2Ti", "method": "ωB97M-V with the def2-TZVPD basis set", "spin_multiplicity": 3, "charge": -1, "e_lumo_ev": [2.6, 2.6], "e_above_lowest_kj_mol": 7.1, "gap_ev": [5.6, 6.9], "e_homo_ev": [-3.02, -4.32], "elements": ["Ti", "C", "C", "O", "C", "C", "C", "N", "N", "C", "O", "C", "C", "C", "C", "C", "C", "H", "H", "H", "H", "H", "H", "H", "H", "H", "H", "H", "H", "C", "Sb", "C", "C", "C", "C", "C", "C", "C", "C", "C", "Sb", "C", "C", "H", "H", "H", "H", "H", "H", "H", "H", "H", "H", "H", "H", "H", "H", "H", "H", "H", "H", "H", "H", "C", "C", "O", "O", "H", "H", "H"], "coordinates": [[4.7942, 9.2595, 11.5388], [8.9891, 8.0723, 11.4286], [7.5489, 8.0342, 11.8072], [6.9098, 9.1594, 11.5601], [6.9817, 6.8199, 12.1349], [5.6112, 6.6802, 12.4030], [4.7756, 5.6279, 11.7273], [4.9244, 7.4945, 13.1602], [5.6542, 8.1418, 14.1821], [5.2968, 9.3971, 14.3001], [4.5799, 10.0720, 13.4206], [5.5983, 10.0724, 15.6247], [5.0371, 11.2703, 15.9773], [5.1817, 11.7989, 17.2427], [5.9780, 11.1574, 18.1518], [6.5030, 9.8849, 17.8483], [6.3332, 9.3902, 16.5985], [9.5342, 7.1541, 11.6132], [9.5425, 8.8648, 11.9415], [9.0376, 8.3191, 10.3400], [7.6071, 5.9598, 12.1394], [4.9473, 4.6465, 12.2049], [4.9932, 5.6478, 10.6466], [3.6866, 5.8350, 11.8136], [4.4093, 11.8262, 15.3023], [4.6592, 12.6614, 17.4779], [6.1380, 11.5934, 19.1267], [7.1445, 9.4429, 18.6004], [6.6810, 8.4311, 16.3258], [3.2012, 13.4023, 10.2436], [4.4615, 13.1160, 11.9852], [2.8894, 13.1683, 13.4595], [4.7440, 15.3155, 12.1033], [5.8676, 15.7968, 11.2341], [5.6554, 16.5624, 10.0695], [6.7351, 17.0963, 9.3493], [8.0360, 16.8812, 9.7982], [8.3194, 16.0903, 10.9329], [7.2310, 15.5076, 11.6226], [7.5452, 14.6042, 12.8107], [8.0399, 12.4350, 12.4255], [7.5811, 12.0478, 10.3288], [9.9990, 13.0399, 11.8512], [2.4098, 12.6699, 10.3470], [3.8012, 13.2189, 9.3513], [2.7398, 14.3801, 10.2210], [2.0470, 13.7096, 13.0451], [3.2891, 13.7356, 14.2909], [2.6729, 12.1900, 13.7868], [4.9188, 15.5538, 13.1812], [3.8241, 15.7618, 11.7219], [4.5950, 16.7886, 9.8074], [6.6649, 17.5813, 8.3704], [8.9178, 17.3801, 9.3010], [9.3305, 15.9277, 11.2516], [6.7649, 14.5846, 13.5831], [8.4588, 14.9524, 13.3161], [7.6059, 10.9933, 10.2124], [8.2879, 12.4999, 9.6463], [6.5756, 12.4232, 10.0451], [10.0296, 13.7814, 11.0617], [10.4770, 12.1596, 11.3831], [10.5709, 13.3521, 12.7135], [1.6073, 9.3695, 9.0253], [2.8082, 9.3318, 9.9341], [3.5247, 8.2867, 10.0324], [3.1692, 10.3738, 10.5814], [1.9252, 9.5227, 8.0300], [0.9237, 10.1547, 9.3132], [1.1098, 8.3800, 9.0700]], "atomic_forces_ev_per_a": [[0.19, -0.39, 0.55], [0.77, 0.56, -0.80], [-0.75, -0.04, -0.48], [-0.16, -1.00, 0.34], [1.41, 0.99, 0.11], [-2.23, 0.69, 0.09], [-0.62, 0.01, -0.56], [0.61, 0.01, 0.50], [-0.75, 1.35, -0.26], [-0.34, -0.25, 0.06], [0.58, -0.32, 0.62], [0.12, -0.84, -0.54], [-0.71, 0.56, -0.54], [0.94, -1.20, -0.32], [0.00, -0.74, 0.58], [0.52, 1.87, 0.97], [-0.45, -0.31, -0.76], [-0.11, -0.31, -0.02], [-0.26, 0.11, 0.07], [0.07, -0.20, 0.68], [0.48, -0.60, -0.16], [0.16, 0.22, -0.46], [0.08, -0.55, 0.38], [0.76, 0.10, 0.22], [-0.05, -0.18, -0.45], [-0.72, 1.73, 0.52], [0.03, -0.02, 0.19], [-0.12, -0.44, -0.13], [0.51, -0.89, -0.20], [0.11, -0.33, 0.35], [-0.36, 0.51, -0.17], [0.69, 1.12, -0.60], [0.31, -0.11, 0.06], [1.54, 0.08, 0.14], [-0.43, 0.02, 0.43], [0.47, -0.51, -0.19], [1.40, 0.18, 0.34], [-2.20, 0.33, -0.76], [0.09, -0.17, 0.37], [-0.26, 0.16, -0.33], [-0.41, 0.44, -0.37], [-0.90, 1.38, 0.11], [0.71, -0.90, -0.58], [0.01, -0.28, -0.27], [-0.23, 0.00, -0.02], [0.13, 0.40, 0.01], [-0.30, -0.10, 0.01], [0.05, 0.17, 0.28], [-0.47, -1.15, 0.22], [-0.23, 0.00, -0.85], [-0.13, -0.02, 0.41], [0.99, -0.21, -0.03], [-0.54, 0.12, 0.55], [-1.19, -0.65, 0.29], [0.25, -0.04, 0.17], [0.10, 0.09, -0.34], [-0.14, -0.14, -0.22], [-0.08, -1.03, 0.02], [0.36, 0.27, 0.02], [0.56, -0.31, 0.23], [-0.27, 0.40, 0.05], [0.00, 0.18, 0.44], [0.29, 0.12, 0.14], [-0.50, -1.14, 1.32], [1.26, 0.37, 0.50], [-0.52, 0.14, -0.35], [-0.69, -0.29, -0.42], [0.45, 0.22, -1.16], [-0.11, 0.18, 0.09], [0.19, 0.57, -0.05]], "lowdin_spin": [1.748, 0.002, 0.019, 0.035, 0.005, 0.015, 0.006, 0.036, 0.010, 0.012, 0.023, 0.000, 0.001, 0.000, 0.001, 0.000, 0.001, 0.000, 0.001, 0.001, 0.000, 0.001, 0.001, 0.001, 0.000, 0.000, 0.000, 0.000, 0.000, -0.001, 0.011, 0.001, 0.005, 0.000, 0.000, 0.000, 0.000, 0.000, 0.000, 0.001, 0.002, 0.004, 0.000, 0.000, 0.000, 0.000, 0.000, 0.000, 0.000, 0.000, 0.000, 0.000, 0.000, 0.000, 0.000, 0.000, 0.000, 0.001, 0.000, 0.002, 0.000, 0.000, 0.000, 0.001, 0.015, 0.019, 0.018, 0.000, 0.000, 0.000]}

Entry 2:
{"formula": "C18H50NO10", "method": "ωB97M-V with the def2-TZVPD basis set", "charge": 1, "e_lumo_ev": -3.9, "gap_ev": 7.7, "e_homo_ev": -11.61, "elements": ["C", "C", "O", "C", "C", "N", "C", "C", "C", "C", "C", "H", "H", "H", "H", "H", "H", "H", "H", "H", "H", "H", "H", "H", "H", "C", "O", "H", "H", "H", "H", "C", "O", "H", "H", "H", "H", "C", "O", "H", "H", "H", "H", "C", "O", "H", "H", "H", "H", "C", "O", "H", "H", "H", "H", "C", "O", "H", "H", "H", "H", "C", "O", "H", "H", "H", "H", "C", "O", "H", "H", "H", "H", "C", "O", "H", "H", "H", "H"], "coordinates": [[7.3899, -0.4476, -0.8039], [7.0849, 0.4435, -2.0339], [6.2639, 1.5339, -1.6268], [5.3048, 1.9373, -2.5793], [3.9276, 2.1499, -1.9159], [3.1197, 0.9122, -1.9966], [3.6296, -0.2300, -1.5204], [2.9461, -1.3969, -1.5808], [1.6687, -1.4136, -2.1154], [1.1420, -0.2269, -2.5727], [1.8936, 0.8990, -2.5098], [8.4508, -0.6683, -0.7030], [6.8653, -1.4033, -0.9123], [6.9844, 0.0374, 0.0864], [6.6100, -0.2014, -2.7837], [8.0279, 0.7840, -2.4743], [5.1997, 1.2545, -3.4305], [5.6187, 2.9077, -2.9848], [3.4456, 2.9574, -2.4656], [4.0660, 2.4190, -0.8688], [4.6206, -0.2130, -1.0820], [3.4091, -2.2926, -1.1892], [1.1388, -2.3663, -2.1577], [0.1387, -0.2035, -2.9753], [1.4867, 1.8336, -2.9020], [1.7392, -5.9616, -2.3032], [1.1109, -4.7137, -2.6251], [2.6510, -5.7603, -1.7484], [1.0704, -6.5637, -1.6874], [1.9875, -6.5013, -3.2182], [0.3084, -4.9177, -3.1138], [-1.3513, 3.8683, -2.2314], [-0.5135, 3.3121, -3.2557], [-1.1588, 4.9358, -2.1826], [-2.4001, 3.7015, -2.4761], [-1.1173, 3.4147, -1.2665], [-0.6997, 2.3703, -3.2898], [-2.0014, 4.5701, 1.5789], [-2.9711, 4.6539, 0.5433], [-1.1418, 5.1752, 1.2945], [-2.4188, 4.9526, 2.5126], [-1.6861, 3.5312, 1.7113], [-3.7225, 4.1121, 0.8155], [2.1695, -7.5974, 0.9368], [2.9980, -8.1472, -0.0829], [2.3557, -6.5273, 0.9964], [1.1172, -7.7667, 0.6921], [2.3977, -8.0529, 1.9029], [2.8156, -9.0904, -0.1178], [-1.1407, 8.1458, -2.0406], [-2.5328, 7.8880, -1.8994], [-1.0128, 8.9922, -2.7104], [-0.7048, 8.3892, -1.0677], [-0.6350, 7.2740, -2.4678], [-2.6360, 7.1385, -1.3037], [-4.5224, 1.0496, 2.5908], [-4.5766, 2.4413, 2.2604], [-3.9437, 0.5353, 1.8252], [-4.0407, 0.9199, 3.5588], [-5.5269, 0.6323, 2.6217], [-5.0905, 2.8758, 2.9473], [-5.2383, -3.0637, 3.3891], [-5.8697, -1.8297, 3.0385], [-4.3282, -2.8360, 3.9405], [-5.9022, -3.6600, 4.0210], [-4.9861, -3.6192, 2.4915], [-6.6703, -2.0452, 2.5525], [-2.9053, -3.5997, -0.2184], [-3.2683, -3.4430, 1.1485], [-3.2962, -4.5529, -0.5653], [-3.3352, -2.7958, -0.8225], [-1.8161, -3.5986, -0.3285], [-2.9199, -2.5975, 1.4461], [-3.8589, 0.9642, 6.8892], [-4.8302, 1.0445, 5.8493], [-3.0071, 1.5775, 6.6051], [-4.2718, 1.3396, 7.8282], [-3.5276, -0.0688, 7.0232], [-5.5775, 0.4988, 6.1103]], "atomic_forces_ev_per_a": [[-0.56, 0.06, -0.45], [0.87, -0.89, 0.53], [-0.52, -0.74, -0.46], [-0.01, 0.94, 0.19], [0.91, -0.01, -0.58], [0.06, 0.09, 0.33], [1.13, 0.07, 0.46], [-0.31, -0.79, 0.09], [-0.01, -0.82, 0.16], [-0.75, -0.97, -0.09], [-0.56, 1.71, -0.68], [-0.07, 0.14, 0.15], [0.13, 0.04, 0.10], [0.37, 0.01, 0.05], [-0.26, 0.43, -0.08], [-0.21, 0.30, 0.01], [0.14, -0.10, 0.16], [-0.10, -0.10, -0.04], [-0.44, -0.23, 0.21], [-0.11, 0.03, -0.07], [-0.06, 0.38, -0.08], [-0.06, 0.01, -0.06], [0.00, 0.26, -0.07], [0.08, 0.17, -0.08], [0.34, -0.02, 0.25], [-0.27, 0.03, -0.13], [0.07, 0.20, 0.07], [-0.03, 0.05, 0.00], [0.14, -0.11, 0.03], [0.08, -0.09, 0.08], [0.02, 0.03, -0.02], [0.02, -0.29, -0.05], [0.35, -0.06, 0.07], [0.03, -0.02, -0.06], [-0.04, 0.10, 0.14], [-0.14, 0.12, 0.08], [-0.25, 0.06, -0.14], [-0.34, -0.14, -0.10], [0.08, 0.08, -0.16], [-0.04, 0.03, -0.04], [0.19, -0.05, 0.10], [0.10, 0.05, 0.18], [0.02, -0.08, 0.02], [-0.01, -0.37, -0.13], [-0.03, 0.19, 0.01], [0.06, -0.02, -0.06], [-0.06, 0.12, 0.17], [-0.08, 0.11, 0.07], [0.10, -0.01, -0.06], [-0.30, -0.27, 0.26], [0.10, 0.03, -0.11], [-0.08, 0.00, -0.01], [0.19, 0.03, -0.09], [0.17, 0.10, -0.02], [-0.10, 0.04, 0.02], [-0.06, 0.26, 0.12], [0.15, 0.17, -0.22], [-0.05, 0.11, -0.10], [-0.07, -0.19, 0.00], [0.08, -0.17, 0.03], [0.02, -0.02, 0.01], [-0.52, 0.00, -0.05], [0.13, 0.03, 0.10], [-0.03, 0.08, 0.00], [0.13, -0.04, 0.09], [0.09, -0.15, 0.11], [0.00, 0.04, -0.01], [0.06, 0.25, 0.23], [0.22, -0.11, -0.34], [-0.02, 0.00, 0.06], [0.03, -0.07, -0.12], [-0.01, -0.06, -0.14], [-0.11, 0.00, 0.10], [-0.29, -0.11, -0.03], [0.12, 0.07, 0.07], [-0.04, 0.02, -0.05], [0.14, 0.00, 0.06], [0.10, 0.04, 0.09], [-0.03, 0.01, -0.11]], "mulliken_charge": [-1.137, -0.222, -0.385, -0.588, -0.608, 0.106, -0.068, -0.866, -0.147, -0.681, 0.313, 0.324, 0.302, 0.288, 0.253, 0.460, 0.369, 0.461, 0.350, 0.334, 0.529, 0.469, 0.412, 0.370, 0.355, -0.474, -0.477, 0.189, 0.195, 0.307, 0.266, -0.194, -0.531, -0.094, 0.312, 0.227, 0.265, -0.614, -0.426, 0.275, 0.292, 0.235, 0.255, -0.584, -0.499, 0.206, 0.272, 0.311, 0.297, -0.472, -0.499, 0.265, 0.231, 0.148, 0.307, -0.380, -0.491, 0.174, 0.195, 0.211, 0.269, -0.552, -0.429, 0.186, 0.327, 0.239, 0.257, -0.539, -0.443, 0.240, 0.272, 0.194, 0.263, -0.537, -0.449, 0.217, 0.266, 0.253, 0.274]}

What is the formula in the first record? C26H35N2O4Sb2Ti